A structure of composition C18H21BrN2O3Pr at a distorted geometry, computed with ωB97M-V/def2-TZVPD.

Strongest force on any atom, eV/Å: 1.98
Gap between HOMO and LUMO (alpha / beta), eV: 4.35 / 4.38
HOMO energy (alpha / beta), eV: -2.5 / -2.5
Calculated total energy, eV: -112244.461

```
! RIJCOSX wB97M-V def2-TZVPD def2/J DEFGRID3
* xyz -1 3
C 2.8270 -0.3689 -1.7177
C 2.4705 -1.0461 -0.5121
C 1.2055 -1.6677 -0.7161
H 3.0816 -1.1557 0.3839
C 0.7831 -1.3945 -2.0451
C 1.7831 -0.5912 -2.6722
H 1.7862 -0.2728 -3.7133
H 3.7497 0.1874 -1.8815
H 0.7206 -2.3594 -0.0265
H -0.0952 -1.8320 -2.5167
Pr 0.8844 1.1835 -0.7988
Br 2.8530 3.0272 -0.4484
C 1.6829 5.4319 -3.3658
C 1.8184 4.7207 -4.5971
C 3.1725 4.2657 -4.6967
H 1.0408 4.5776 -5.3438
C 3.8674 4.6983 -3.5273
C 2.9546 5.4431 -2.7200
H 3.1867 5.9267 -1.7768
H 0.7786 5.9003 -2.9875
H 3.6053 3.7179 -5.5307
H 4.9089 4.5022 -3.2893
C -1.4937 -3.2410 3.9354
C -1.1425 -2.5549 2.6246
C -2.2000 -1.5417 2.1088
C -3.6104 -2.2008 2.0352
C -3.6368 -3.4502 1.1786
C -2.2139 -0.3252 3.0386
O -3.0463 -0.0864 3.8963
N -1.0772 0.4904 2.8940
C -0.4691 0.7025 1.6929
O 0.4877 1.5274 1.5484
N -0.9137 0.0363 0.6160
C -1.7506 -1.0497 0.7172
O -2.0473 -1.6281 -0.3359
H -1.6642 -2.5133 4.7367
H -0.6620 -3.8863 4.2331
H -2.3773 -3.8808 3.8454
H -0.1928 -2.0109 2.7245
H -0.9930 -3.3004 1.8312
H -3.9449 -2.4317 3.0533
H -4.3128 -1.4536 1.6410
H -3.0783 -4.2711 1.6373
H -4.6622 -3.7860 1.0094
H -3.1747 -3.2090 0.2176
H -0.8898 1.1705 3.6198
*
```